C37H96F3HgO15S as an isolated structure. Source: the Open Molecules 2025 dataset; level of theory: ωB97M-V/def2-TZVPD.

Geometry as XYZ:
```
153
Properties=species:S:1:pos:R:3:lowdin_charge:R:1
Hg -32.385 16.554 17.211 1.32
C -29.534 20.104 16.083 -0.66
F -30.586 20.438 15.350 0.16
F -28.904 19.093 15.472 0.13
F -28.714 21.113 16.238 0.18
S -30.088 19.477 17.730 0.55
O -30.869 20.556 18.304 -0.29
O -30.887 18.292 17.425 -0.38
O -28.895 19.156 18.464 -0.26
C -28.640 19.748 12.382 -0.04
C -27.547 18.682 12.427 -0.51
C -27.505 17.847 11.166 -0.05
O -26.281 19.323 12.484 -0.05
H -28.426 20.531 13.114 0.07
H -29.603 19.321 12.691 0.04
H -28.727 20.173 11.384 0.09
H -27.692 18.049 13.319 0.12
H -28.462 17.344 10.991 0.06
H -26.735 17.079 11.234 0.08
H -27.288 18.494 10.318 0.09
H -26.278 19.908 13.262 0.04
C -27.357 24.188 17.664 -0.04
C -28.312 25.352 17.556 -0.50
C -29.319 25.452 18.689 -0.05
O -27.517 26.544 17.488 -0.04
H -26.485 24.295 17.032 0.06
H -27.748 23.179 17.531 0.07
H -27.055 24.232 18.721 0.09
H -28.884 25.308 16.610 0.09
H -29.933 24.546 18.747 0.08
H -30.032 26.266 18.522 0.08
H -28.831 25.640 19.647 0.09
H -28.128 27.289 17.500 0.09
C -28.146 18.493 21.735 -0.06
C -26.767 18.257 22.344 -0.46
C -25.860 19.456 22.206 -0.04
O -26.995 18.117 23.767 -0.06
H -28.905 17.812 22.136 0.08
H -28.246 18.395 20.649 0.04
H -28.491 19.503 21.971 0.05
H -26.366 17.331 21.916 0.13
H -25.050 19.416 22.932 0.09
H -26.421 20.369 22.422 0.07
H -25.450 19.577 21.202 0.08
H -27.154 17.187 23.958 0.09
C -28.912 22.036 21.418 -0.05
C -30.311 21.404 21.430 -0.48
C -30.887 21.540 22.823 -0.06
O -31.138 22.135 20.501 -0.08
H -28.350 21.823 22.335 0.07
H -28.903 23.114 21.277 0.08
H -28.291 21.597 20.624 0.08
H -30.259 20.346 21.137 0.11
H -30.375 20.888 23.537 0.08
H -31.955 21.295 22.852 0.07
H -30.777 22.544 23.238 0.09
H -31.010 21.743 19.618 0.03
C -35.997 18.352 16.123 -0.03
C -34.574 18.221 15.571 -0.45
C -34.279 19.297 14.555 -0.02
O -33.685 18.375 16.736 -0.18
H -36.133 19.376 16.468 0.09
H -36.175 17.642 16.929 0.08
H -36.730 18.127 15.344 0.09
H -34.449 17.197 15.213 0.11
H -34.503 20.263 15.011 0.09
H -34.915 19.174 13.677 0.10
H -33.238 19.299 14.229 0.08
H -33.849 19.283 17.136 0.09
C -28.938 15.843 19.421 -0.03
C -29.155 15.730 17.929 -0.43
C -28.200 14.770 17.269 -0.03
O -30.542 15.251 17.716 -0.15
H -28.023 16.387 19.647 0.08
H -28.977 14.867 19.909 0.10
H -29.737 16.449 19.859 0.07
H -29.110 16.703 17.448 0.10
H -27.158 14.981 17.510 0.09
H -28.262 14.759 16.177 0.08
H -28.390 13.732 17.574 0.10
H -30.590 14.326 17.997 0.11
C -26.052 17.957 16.825 -0.04
C -25.519 19.022 17.780 -0.45
C -24.076 19.396 17.481 -0.04
O -26.340 20.217 17.748 -0.08
H -26.022 18.355 15.810 0.08
H -27.084 17.664 17.056 0.05
H -25.508 17.026 17.017 0.09
H -25.610 18.607 18.798 0.12
H -23.821 19.336 16.422 0.08
H -23.449 18.689 18.032 0.08
H -23.832 20.400 17.818 0.08
H -27.266 19.947 17.867 0.03
C -33.908 18.839 20.393 -0.02
C -32.683 17.960 20.386 -0.46
C -32.314 17.483 21.761 -0.04
O -32.856 16.829 19.489 -0.13
H -33.783 19.645 21.109 0.10
H -34.766 18.224 20.702 0.10
H -34.163 19.182 19.398 0.06
H -31.854 18.575 20.033 0.12
H -31.500 16.751 21.803 0.08
H -33.141 16.920 22.225 0.10
H -32.066 18.288 22.451 0.09
H -33.463 16.215 19.928 0.12
C -32.869 23.274 16.660 -0.04
C -33.583 22.565 17.833 -0.46
C -35.056 22.891 17.924 -0.04
O -33.395 21.140 17.723 -0.11
H -33.164 22.822 15.707 0.08
H -31.802 23.086 16.775 0.07
H -33.145 24.323 16.682 0.07
H -33.044 22.907 18.729 0.13
H -35.518 22.377 18.766 0.08
H -35.540 22.552 16.997 0.08
H -35.233 23.962 17.980 0.08
H -32.502 20.860 18.051 0.04
C -31.206 26.029 15.365 -0.05
C -30.306 25.507 14.249 -0.48
C -30.148 23.998 14.330 -0.06
O -30.856 25.890 12.995 -0.04
H -32.211 25.614 15.277 0.06
H -31.312 27.110 15.293 0.09
H -30.791 25.726 16.329 0.05
H -29.312 25.936 14.370 0.14
H -29.332 23.660 13.684 0.07
H -31.007 23.379 14.049 0.08
H -29.912 23.710 15.361 0.06
H -31.735 25.502 12.937 0.09
C -26.530 23.308 14.244 -0.05
C -25.441 22.305 14.586 -0.43
C -24.591 22.688 15.785 -0.06
O -26.072 21.022 14.796 -0.09
H -27.139 22.931 13.417 0.07
H -26.215 24.328 14.000 0.09
H -27.260 23.506 15.040 0.05
H -24.706 22.261 13.779 0.14
H -23.786 21.973 16.006 0.07
H -25.053 22.747 16.774 0.07
H -24.018 23.595 15.574 0.09
H -26.315 21.017 15.738 0.06
C -30.369 14.922 13.964 -0.04
C -30.664 16.387 14.227 -0.41
C -30.812 17.125 12.904 -0.03
O -31.944 16.513 14.935 -0.14
H -30.459 14.358 14.897 0.07
H -29.339 14.809 13.624 0.10
H -31.056 14.498 13.234 0.09
H -29.897 16.879 14.822 0.13
H -29.877 17.121 12.346 0.06
H -31.142 18.152 13.055 0.07
H -31.539 16.583 12.288 0.10
H -32.646 16.396 14.278 0.10
```

DFT total energy in eV: -93794.408
Total charge: +1
Relative energy (zero: lowest compared OMol25 entry of this formula, charge and spin) in kcal/mol: 0.0
HOMO level in eV: -11.4285
2S+1: 1
F_max in Eh/bohr: 0.0317
Orbital gap in Ha: 0.2334